[1]
Density functional theory data (wB97M-V/def2-TZVPD) for C16H38AuClO3SSiV as an isolated structure.

```
62
Properties=species:S:1:pos:R:3
V 0.57 -0.51 -3.51
Cl 0.86 1.06 -2.00
C -0.70 -0.01 -5.11
C 2.31 -0.75 -4.69
H -0.47 -0.58 -6.03
H -1.74 -0.25 -4.81
H -0.68 1.06 -5.35
H 2.14 -1.24 -5.66
H 3.00 -1.36 -4.08
H 2.81 0.22 -4.86
Au -0.45 -0.19 -0.05
C -1.75 1.51 -0.36
C 0.02 -2.04 -0.74
H -2.19 1.26 -1.35
H -2.56 1.56 0.40
H -1.19 2.45 -0.44
H 0.42 -2.79 0.04
H -0.80 -2.50 -1.34
C -2.17 -3.37 3.42
C -1.93 -1.95 3.95
C -3.01 -1.02 3.39
C -1.96 -1.93 5.47
O -0.61 -1.59 3.53
Si 0.09 -0.09 3.57
S -0.35 1.13 1.95
O -0.34 0.63 4.99
C -0.56 1.89 5.68
C -0.90 3.01 4.69
C -1.73 1.67 6.61
C 0.71 2.23 6.46
O 1.67 -0.63 3.70
C 2.94 -0.13 3.26
C 3.00 0.16 1.77
C 3.34 1.11 4.04
C 3.94 -1.27 3.49
H -3.17 -3.73 3.68
H -1.41 -4.03 3.87
H -2.06 -3.37 2.32
H -4.00 -1.40 3.68
H -2.93 0.01 3.78
H -2.95 -1.04 2.30
H -1.17 -2.61 5.84
H -1.77 -0.93 5.89
H -2.93 -2.28 5.83
H -1.77 2.75 4.06
H -1.17 3.91 5.26
H -0.07 3.27 4.03
H -1.48 0.88 7.33
H -1.94 2.60 7.18
H -2.64 1.41 6.05
H 0.94 1.40 7.14
H 1.57 2.43 5.80
H 0.52 3.14 7.06
H 2.39 1.03 1.48
H 4.05 0.37 1.50
H 2.69 -0.72 1.19
H 3.30 0.90 5.11
H 4.38 1.34 3.76
H 2.73 2.00 3.82
H 3.92 -1.55 4.55
H 3.66 -2.14 2.89
H 4.93 -0.93 3.19
```

HOMO-LUMO gap (spin up / spin down) = 5.84 / 6.67 eV
LUMO (spin up / spin down) = 2.41 / 1.96 eV
Relative energy (zero: lowest compared OMol25 entry of this formula, charge and spin) = 17.0 kcal/mol
F_max = 0.037 Eh/bohr
Net charge = -1
Multiplicity = 5
E_HOMO (spin up / spin down) = -3.4 / -4.7 eV

Electronic structure analysis, Mulliken charges in units of e: V 0.584; Cl -0.467; C -1.135; C -1.060; H 0.329; H 0.323; H 0.273; H 0.319; H 0.297; H 0.272; Au 1.066; C -1.483; C -1.345; H 0.316; H 0.347; H 0.415; H 0.217; H 0.414; C -1.807; C 1.961; C -1.317; C -1.423; O -0.214; Si 0.052; S -0.462; O 0.222; C 2.020; C -1.779; C -1.877; C -1.549; O -0.657; C 1.914; C -1.588; C -1.601; C -1.835; H 0.398; H 0.343; H 0.373; H 0.492; H 0.048; H 0.241; H 0.299; H 0.017; H 0.446; H 0.367; H 0.455; H 0.313; H 0.382; H 0.448; H 0.344; H 0.335; H 0.199; H 0.426; H 0.298; H 0.466; H 0.304; H 0.331; H 0.477; H 0.241; H 0.392; H 0.426; H 0.398

[2]
Density functional theory data (wB97M-V/def2-TZVPD) for a 9-piece molecular cluster, C16H38Br8N4O9 overall.

```
75
Properties=species:S:1:pos:R:3
C -1.66 -5.78 4.38
N -0.82 -4.88 3.57
O -1.33 -4.46 2.52
O 0.23 -4.52 4.05
H -2.52 -5.17 4.63
H -1.13 -6.16 5.26
H -1.94 -6.68 3.83
C -1.18 0.34 0.52
N -0.77 1.36 -0.51
O -0.64 2.53 -0.20
O -0.70 0.93 -1.65
H -2.08 -0.12 0.11
H -1.44 0.86 1.44
H -0.48 -0.48 0.64
C -2.25 5.52 -4.45
N -3.20 6.14 -3.45
O -2.71 6.76 -2.49
O -4.38 5.83 -3.52
H -1.81 4.58 -4.13
H -1.52 6.29 -4.70
H -2.91 5.25 -5.27
C 5.36 -1.50 2.42
N 4.67 -0.23 2.03
O 5.18 0.79 2.55
O 3.77 -0.21 1.28
H 5.52 -1.99 1.46
H 4.68 -2.03 3.08
H 6.23 -1.32 3.06
Br -5.30 4.03 1.39
C -4.52 5.65 2.23
C -5.31 6.92 1.88
Br -7.17 6.91 2.64
H -3.45 5.63 2.04
H -4.61 5.54 3.31
H -5.45 6.95 0.80
H -4.82 7.83 2.24
Br 3.97 -0.02 -5.28
C 4.64 -1.37 -3.94
C 3.37 -1.95 -3.39
Br 3.72 -3.36 -2.05
H 5.15 -0.85 -3.13
H 5.34 -2.09 -4.35
H 2.75 -2.42 -4.15
H 2.69 -1.29 -2.85
Br 1.32 6.23 2.66
C 2.41 7.24 1.37
C 1.56 7.86 0.23
Br 0.43 9.24 0.97
H 2.98 6.41 0.95
H 3.13 7.90 1.86
H 0.94 7.12 -0.27
H 2.21 8.26 -0.54
Br -1.49 1.52 5.99
C 0.23 1.78 6.87
C 1.33 1.03 6.12
Br 3.08 1.07 7.12
H 0.07 1.62 7.93
H 0.40 2.85 6.86
H 1.43 1.42 5.11
H 1.00 0.01 5.91
C -0.58 -9.48 -4.92
C 0.02 -8.18 -4.61
O -1.10 -7.39 -4.28
C -0.74 -6.16 -3.72
C -1.94 -5.29 -3.56
H 0.12 -10.20 -5.33
H -1.04 -9.78 -3.98
H -1.34 -9.39 -5.70
H 0.68 -8.29 -3.76
H 0.56 -7.82 -5.49
H -0.22 -6.33 -2.77
H 0.05 -5.69 -4.30
H -2.21 -5.05 -4.59
H -1.72 -4.44 -2.91
H -2.75 -5.84 -3.08
```

HOMO-LUMO gap = 9.62 eV
LUMO = -0.17 eV
Relative energy (zero: lowest compared OMol25 entry of this formula, charge and spin) = 52.3 kcal/mol
F_max = 0.096 Eh/bohr
E_HOMO = -9.8 eV

Electronic structure analysis, Mulliken charges in units of e: C -0.672; N 0.792; O -0.489; O -0.490; H 0.278; H 0.302; H 0.278; C -0.774; N 0.888; O -0.491; O -0.538; H 0.295; H 0.328; H 0.291; C -0.629; N 0.816; O -0.493; O -0.508; H 0.266; H 0.254; H 0.294; C -0.682; N 0.855; O -0.521; O -0.489; H 0.269; H 0.270; H 0.300; Br -0.129; C -0.630; C -0.571; Br -0.137; H 0.403; H 0.350; H 0.330; H 0.383; Br -0.173; C -0.489; C -0.695; Br -0.172; H 0.361; H 0.392; H 0.400; H 0.373; Br -0.101; C -0.651; C -0.529; Br -0.132; H 0.331; H 0.386; H 0.339; H 0.355; Br -0.144; C -0.571; C -0.613; Br -0.170; H 0.384; H 0.355; H 0.392; H 0.367; C -1.268; C -0.139; O -0.304; C -0.250; C -1.150; H 0.385; H 0.295; H 0.298; H 0.274; H 0.316; H 0.308; H 0.290; H 0.288; H 0.361; H 0.298

[3]
Density functional theory data (wB97M-V/def2-TZVPD) for C16H38O2Pd as an isolated structure.

```
57
Properties=species:S:1:pos:R:3
Pd 1.57 -0.73 0.04
C 0.93 -1.26 -2.79
C 2.38 -1.43 -2.69
O 2.73 -1.41 -1.34
H 0.53 -0.54 -2.09
H 0.37 -2.19 -2.71
H 0.70 -0.75 -3.75
H 2.91 -0.73 -3.29
H 2.66 -2.46 -3.06
C 0.57 1.53 3.41
C 1.39 0.30 2.92
O 0.85 0.03 1.67
H 1.10 2.12 4.14
H -0.36 1.19 3.92
H 0.31 2.04 2.52
H 1.29 -0.51 3.67
H 2.47 0.50 2.90
C -2.14 -0.99 3.98
C -2.09 -1.27 2.49
C -1.31 -2.60 2.27
C -1.04 -3.01 0.78
C -1.05 -4.51 0.54
C -0.15 -4.95 -0.62
H -2.58 -0.01 4.20
H -1.09 -1.03 4.29
H -2.69 -1.77 4.55
H -3.17 -1.32 2.08
H -1.57 -0.46 1.93
H -1.91 -3.39 2.71
H -0.43 -2.67 2.92
H -1.82 -2.61 0.12
H -0.06 -2.59 0.40
H -0.76 -5.15 1.41
H -2.08 -4.71 0.31
H -0.02 -6.06 -0.62
H -0.62 -4.75 -1.57
H 0.82 -4.45 -0.66
C -2.33 1.94 -2.79
C -1.66 3.04 -2.06
C -0.16 2.95 -2.16
C 0.51 4.18 -1.47
C 2.02 4.09 -1.44
C 2.59 2.93 -0.65
H -3.42 1.97 -2.76
H -1.95 1.02 -2.36
H -2.06 1.98 -3.86
H -2.00 4.00 -2.38
H -1.97 2.93 -1.06
H 0.12 2.97 -3.20
H 0.29 2.02 -1.71
H 0.13 5.14 -1.97
H 0.23 4.30 -0.36
H 2.47 4.05 -2.42
H 2.26 5.05 -0.95
H 2.70 2.07 -1.32
H 3.58 3.16 -0.29
H 1.99 2.79 0.23
```

HOMO-LUMO gap (spin up / spin down) = 10.17 / 7.22 eV
LUMO (spin up / spin down) = 0.86 / -1.69 eV
Relative energy (zero: lowest compared OMol25 entry of this formula, charge and spin) = 0.0 kcal/mol
F_max = 0.055 Eh/bohr
Multiplicity = 3
E_HOMO (spin up / spin down) = -9.3 / -8.9 eV

Electronic structure analysis, Mulliken charges in units of e: Pd 0.442; C -0.605; C -0.039; O -0.725; H -0.163; H 0.177; H 0.350; H 0.344; H 0.262; C -0.895; C -0.272; O -0.379; H 0.381; H 0.124; H 0.169; H 0.264; H 0.362; C -1.359; C 0.086; C -0.962; C 0.677; C -0.660; C -1.115; H 0.333; H 0.249; H 0.377; H 0.385; H -0.044; H 0.597; H 0.452; H 0.376; H -0.752; H 0.381; H 0.277; H 0.348; H 0.295; H 0.254; C -1.135; C -0.491; C 0.040; C -0.650; C -0.614; C -0.661; H 0.367; H 0.164; H 0.316; H 0.394; H 0.320; H 0.376; H -0.216; H 0.369; H 0.206; H 0.359; H 0.313; H 0.114; H 0.416; H 0.023

[4]
Density functional theory data (wB97M-V/def2-TZVPD) for a 3-piece molecular cluster, C16H39ClIN2O10P3 overall.

```
72
Properties=species:S:1:pos:R:3
C -0.92 -2.69 3.75
C 0.40 -3.71 3.65
C 1.11 -3.99 5.10
I -0.22 -3.50 6.82
N 2.51 -3.42 5.25
Cl 3.68 -4.30 4.31
C 2.58 -1.93 4.99
O 1.90 -0.98 5.64
O 3.54 -1.43 3.95
P 2.68 -0.98 2.49
N 3.00 0.54 2.05
H -1.21 -2.44 2.62
H -0.68 -1.69 4.30
H -1.87 -3.26 4.18
H 1.12 -3.39 2.79
H -0.07 -4.75 3.30
H 1.24 -5.18 5.18
H 3.13 -1.88 1.45
H 1.23 -1.16 2.64
H 3.46 0.48 1.09
C -0.03 -4.84 -5.43
C -0.01 -3.36 -5.11
O 0.00 -3.15 -3.71
P 1.41 -2.78 -2.90
O 1.88 -1.74 -3.96
O 0.75 -1.66 -1.86
C 1.31 -0.36 -1.75
C 0.48 0.62 -2.56
O 0.88 -3.93 -1.73
C 0.97 -5.31 -2.03
C 2.38 -5.72 -2.39
H 0.89 -5.32 -5.10
H -0.14 -5.00 -6.51
H -0.86 -5.34 -4.92
H 0.84 -2.89 -5.62
H -0.92 -2.89 -5.50
H 2.36 -0.35 -2.05
H 1.27 -0.08 -0.69
H 0.42 0.33 -3.61
H 0.91 1.63 -2.51
H -0.54 0.66 -2.19
H 0.26 -5.57 -2.81
H 0.66 -5.85 -1.13
H 2.73 -5.21 -3.29
H 2.43 -6.80 -2.57
H 3.08 -5.47 -1.59
C -4.35 6.62 -0.26
C -3.89 5.63 0.79
O -2.92 4.75 0.24
P -1.30 4.97 0.55
O -1.49 5.26 2.06
O -0.91 3.36 0.74
C -0.23 2.92 1.90
C -1.22 2.29 2.87
O -1.08 4.65 -1.13
C -1.42 5.65 -2.07
C -0.70 6.95 -1.81
H -3.53 7.29 -0.54
H -5.17 7.24 0.13
H -4.69 6.11 -1.16
H -3.54 6.16 1.67
H -4.74 5.01 1.10
H 0.34 3.72 2.36
H 0.49 2.16 1.58
H -2.01 3.00 3.14
H -0.71 1.96 3.78
H -1.72 1.43 2.40
H -2.51 5.79 -2.09
H -1.14 5.27 -3.06
H -0.97 7.37 -0.84
H -0.95 7.69 -2.58
H 0.38 6.80 -1.81
```

HOMO-LUMO gap = 7.44 eV
LUMO = -1.86 eV
F_max = 0.189 Eh/bohr
E_HOMO = -9.3 eV

Electronic structure analysis, Mulliken charges in units of e: C -1.203; C 0.087; C -0.716; I 0.100; N -0.018; Cl -0.052; C 0.467; O -0.463; O -0.336; P 0.566; N -0.690; H 0.298; H 0.338; H 0.391; H 0.047; H 0.255; H 0.531; H 0.042; H 0.111; H 0.252; C -1.101; C -0.232; O -0.319; P 0.956; O -0.727; O -0.366; C 0.110; C -1.211; O -0.293; C -0.030; C -1.158; H 0.217; H 0.406; H 0.269; H 0.306; H 0.310; H 0.366; H 0.016; H 0.334; H 0.374; H 0.266; H 0.131; H 0.339; H 0.332; H 0.382; H 0.320; C -1.104; C -0.228; O -0.318; P 0.949; O -0.729; O -0.350; C -0.157; C -1.087; O -0.271; C -0.031; C -1.175; H 0.217; H 0.406; H 0.268; H 0.306; H 0.302; H 0.327; H 0.250; H 0.302; H 0.378; H 0.236; H 0.134; H 0.335; H 0.339; H 0.373; H 0.326